1.
C6H13NiO4 as an isolated structure at a distorted geometry. Source: OMol25; level of theory: wB97M-V/def2-TZVPD.

Last column: Löwdin spin population.
Positions of all 24 atoms, in Å:
Ni 1.0951 -0.9387 2.1623  2.425
O -0.1149 1.3098 -2.2523  0.007
O 1.2630 0.8829 1.3338  0.153
O -0.6928 -0.0437 2.8304  0.130
O 0.3998 -1.5262 0.3720  0.151
C 0.0679 -2.8662 0.0357  0.036
C 0.8667 -0.7562 -0.7389  0.015
C -0.6295 1.1734 2.7367  0.025
C 0.5602 0.7086 -0.5053  0.001
C 0.5074 1.8267 2.0105  0.019
C -1.2995 0.8447 -2.8033  0.001
H 0.9388 -3.3755 -0.4023  0.003
H 1.4563 1.2833 -0.7861  0.001
H -1.8981 0.2730 -2.0588  0.000
H -1.9276 1.6867 -3.1622  0.000
H 1.9525 -0.9103 -0.8457  0.005
H 1.0761 2.4186 2.7555  0.002
H -0.7675 -2.8645 -0.6791  0.002
H 0.3433 -1.0912 -1.6514  0.001
H -1.1384 0.1556 -3.6602  0.000
H 0.0656 2.5753 1.3217  0.003
H -0.4742 0.7915 -0.1254  0.001
H -0.2195 -3.3709 0.9635  0.018
H -1.4307 1.8132 3.1490  0.003

Properties
Frontier orbital gap (alpha / beta) ... 6.513 / 7.736 eV
Largest force on an atom ... 0.06241 Eh/bohr
Expectation value of S² ... 3.753
E ... -2045.4269 hartree
Relative energy (zero: lowest compared OMol25 entry of this formula, charge and spin) ... 212.02 kJ/mol
Spin multiplicity ... 4
LUMO level (alpha / beta) ... 0.11 / -0.30 eV

2.
A 2-piece molecular cluster, C6H12N2OS overall at a distorted geometry. Source: OMol25; level of theory: wB97M-V/def2-TZVPD.

Last column: natural (NBO) charge in e.
Positions of all 22 atoms, in Å:
S -2.7513 -0.0630 0.1108  1.228
O -4.1877 -0.0950 0.1192  -0.950
N -0.9533 -1.6641 0.9865  -0.404
N -2.3174 1.7881 0.1635  -0.586
C 1.9677 -1.9130 0.1357  -0.590
C 1.2549 -0.5391 0.0199  -0.120
C -0.0151 -1.1208 0.5994  0.330
C -3.1995 2.4724 -0.3458  -0.088
C 1.2735 -0.2056 -1.5014  -0.613
C 1.9757 0.5476 0.8720  -0.601
H -2.9380 3.5310 -0.5237  0.180
H 0.4666 -0.8981 -2.0081  0.237
H 1.1556 0.9288 -1.3896  0.227
H 1.4148 -2.6158 -0.4248  0.222
H 2.6911 0.9950 0.2053  0.220
H 1.1567 1.1615 1.2142  0.232
H -2.2756 -0.1332 1.3574  0.029
H 1.7762 -2.2139 1.1492  0.212
H 2.4159 0.1225 1.7215  0.217
H 2.2728 -0.3819 -1.9612  0.223
H 3.0495 -1.7647 0.0211  0.215
H -4.2333 2.0614 -0.5212  0.182

Properties
Frontier orbital gap ... 9.686 eV
Largest force on an atom ... 0.07590 Eh/bohr
E ... -818.6058 hartree
Relative energy (zero: lowest compared OMol25 entry of this formula, charge and spin) ... 388.60 kJ/mol
LUMO level ... 0.64 eV

3.
One molecule with the formula C14H18ClNO4. Source: OMol25; level of theory: wB97M-V/def2-TZVPD.

Last column: natural (NBO) charge in e.
Positions of all 38 atoms, in Å:
Cl -0.3854 0.0307 -2.9730  0.017
O 0.6961 4.6770 0.0660  -0.577
O 1.7437 1.9714 2.0204  -0.351
O -1.3468 -2.1934 -1.4989  -0.489
O -0.7571 1.3089 1.8594  -0.555
N 0.8782 2.7342 1.2325  -0.239
C -3.2590 -3.5360 -1.7912  -0.614
C 0.0181 -1.8565 0.5047  -0.289
C -1.9767 -3.3617 -0.9842  0.103
C 1.3514 3.9577 0.7773  0.686
C -1.0627 -4.5781 -1.1289  -0.635
C -1.3636 2.9353 0.2198  -0.712
C 0.1420 -0.4020 -1.3882  -0.098
C -0.4428 2.2428 1.1714  0.697
C 2.4342 0.9596 1.2765  -0.082
C 0.9556 -1.0743 1.1528  -0.143
C 1.0860 0.3712 -0.7461  -0.167
C 1.5005 0.0422 0.5397  -0.106
C 2.7346 4.3086 1.2594  -0.711
C -0.4193 -1.5330 -0.7772  0.304
H 2.8253 4.1184 2.3256  0.244
H 1.2540 -1.3299 2.1573  0.216
H -1.5531 -5.4601 -0.7264  0.215
H -0.8423 -4.7447 -2.1806  0.216
H -3.7997 -4.4133 -1.4482  0.212
H 3.4804 3.7110 0.7394  0.232
H -0.9503 2.9249 -0.7856  0.246
H 1.4890 1.2359 -1.2528  0.219
H 2.9895 0.4299 2.0517  0.210
H 3.1365 1.4287 0.5744  0.173
H 2.9152 5.3579 1.0436  0.241
H -0.1237 -4.4258 -0.6019  0.216
H -0.3857 -2.7129 1.0196  0.222
H -3.0166 -3.6530 -2.8440  0.214
H -3.8923 -2.6603 -1.6782  0.221
H -2.2354 -3.2040 0.0722  0.174
H -2.3190 2.4168 0.2357  0.235
H -1.4985 3.9757 0.5060  0.256

Properties
Frontier orbital gap ... 9.320 eV
Largest force on an atom ... 0.01754 Eh/bohr
E ... -1360.1513 hartree
Relative energy (zero: lowest compared OMol25 entry of this formula, charge and spin) ... 216.84 kJ/mol
LUMO level ... 0.75 eV
SMILES ... CC(=O)N(OCc1ccc(OC(C)C)c(Cl)c1)C(C)=O

4.
C19H25N11Pt as an isolated structure. Source: OMol25; level of theory: wB97M-V/def2-TZVPD.

Last column: Löwdin spin population.
Positions of all 56 atoms, in Å:
Pt -0.3835 0.4463 0.1803  1.390
N -3.0668 -4.4984 -1.4226  0.000
N -2.9061 -2.5165 -0.3384  0.006
N -0.9620 2.4142 -0.1732  0.127
N -0.8116 -1.6370 0.3977  0.086
N -2.7091 -0.4292 0.6792  0.138
N -1.4280 -7.2493 -1.0310  -0.002
N -0.9647 -3.7899 -0.6467  0.041
N 1.6684 -0.2874 -0.2264  0.158
N -1.2289 4.7468 -0.2315  0.590
N 1.0232 -2.4810 -0.9694  0.244
N 0.1133 3.7253 1.4704  0.063
C -0.1223 -2.8167 0.0241  0.026
C 0.1593 2.7195 2.5325  0.030
C -0.8606 -6.2674 -0.8675  0.004
C 1.3433 -3.4189 -1.8677  0.105
C -0.1321 -5.0182 -0.6857  0.041
C -0.6495 3.5647 0.3976  0.039
C 2.6348 0.5951 0.0441  0.028
C -2.1434 -1.6375 0.2313  0.013
C 3.9849 0.3185 -0.0939  0.037
C -1.6144 5.9076 0.5419  0.080
C 0.5748 -3.6693 1.0878  0.023
C 2.0280 -1.5110 -0.6497  0.013
C -2.3079 -3.6257 -0.8151  0.004
C 0.6009 -4.9216 0.6692  0.012
C 3.3598 -1.8839 -0.7567  0.043
C -1.5680 4.7810 -1.6388  0.069
C 0.9287 4.9379 1.7265  0.007
C 4.3557 -0.9511 -0.4918  -0.006
C 0.8176 -4.7060 -1.8138  0.395
H -4.0612 -4.2999 -1.4542  0.000
H -1.5704 5.8242 -1.9620  0.013
H -0.5098 3.0033 3.3489  0.008
H -0.1594 1.7299 2.1776  0.013
H -1.6559 2.5050 -0.9075  0.008
H -3.6517 -0.2950 0.3184  0.002
H 0.5583 5.4889 2.5903  0.002
H -2.7232 -0.3657 1.6956  -0.001
H 1.0021 -3.2511 1.9869  0.002
H 3.6319 -2.8987 -1.0096  0.002
H 1.0588 -5.7871 1.1269  0.001
H 2.3076 1.5707 0.3841  0.006
H -0.9386 6.7405 0.2958  0.040
H 1.1738 2.6437 2.9181  0.000
H 1.1105 -5.4526 -2.5429  0.015
H 2.0997 -3.1678 -2.6008  0.002
H 5.3984 -1.2288 -0.5795  0.000
H -2.6185 6.1985 0.2064  0.026
H 1.9498 4.6187 1.9307  0.003
H -2.7556 -5.3896 -1.7839  0.000
H -0.8602 4.2081 -2.2334  0.008
H -2.5962 4.4033 -1.7564  0.039
H -1.5995 5.6986 1.6057  0.003
H 0.9561 5.5829 0.8519  0.001
H 4.7195 1.0794 0.1302  0.002

Properties
Frontier orbital gap (alpha / beta) ... 9.110 / 5.520 eV
Net charge ... +4
Largest force on an atom ... 0.01117 Eh/bohr
Expectation value of S² ... 6.033
E ... -1458.9715 hartree
Spin multiplicity ... 5
LUMO level (alpha / beta) ... -11.36 / -15.34 eV

5.
C62H52ClNO11P2SSi2 as an isolated structure at a distorted geometry. Source: OMol25; level of theory: wB97M-V/def2-TZVPD.

Last column: Löwdin charge in e.
Positions of all 132 atoms, in Å:
Cl -5.7395 -0.7938 0.6777  0.386
S -0.3189 1.0897 -1.0062  0.825
P -4.6951 -2.6975 -1.9621  0.558
P -2.4814 -2.1338 1.0297  0.569
Si -4.0222 -1.2584 -0.3652  -0.128
Si -3.1808 1.4789 -0.2085  0.457
O 3.5770 6.7191 7.0963  0.109
O -9.2847 -5.5559 1.6672  0.105
O -6.2728 -8.8137 4.6690  0.101
O 2.2496 -3.8978 -5.8320  0.108
O -2.2218 -1.4214 -7.4295  0.105
O 8.0669 2.2538 0.6770  0.097
O 10.7759 3.9996 -3.6020  0.109
O 2.1787 4.2167 2.5730  0.093
O -4.5854 4.4313 1.1289  -0.051
O -3.3436 0.0524 -1.1208  -0.453
O -5.4650 -3.7781 -1.2690  -0.525
N -2.9823 -2.1705 2.5366  -0.350
C 1.4876 5.5292 4.4037  -0.082
C -11.0753 -8.9448 3.3256  -0.061
C -1.6283 2.3548 -0.7780  -0.527
C 2.5001 4.8088 3.5839  -0.274
C 1.0580 -4.3325 -9.8148  -0.056
C -5.0069 -6.6117 3.4936  -0.002
C 11.0854 -0.0401 -2.5732  -0.055
C 1.4934 -4.2065 -8.5066  -0.001
C 1.7897 0.6332 0.7608  -0.148
C -10.2836 -9.8126 4.0707  -0.061
C 9.5274 1.7195 -1.0958  -0.083
C -7.1382 -6.0474 2.5120  -0.080
C 6.5820 4.9191 4.8136  -0.050
C -0.4352 6.8277 5.9282  -0.054
C -6.5581 -4.9504 1.8865  0.008
C 0.7517 -3.4612 -7.5983  -0.083
C -4.4366 -5.5121 2.8738  -0.049
C 0.7726 -2.5281 -3.8910  0.005
C 10.1385 3.5967 -2.6519  -0.277
C 8.2932 6.6933 -1.5793  -0.054
C 4.2858 5.5055 5.2050  -0.082
C 9.6382 0.3917 -0.7010  -0.001
C 7.5657 6.2269 -0.4887  -0.052
C -1.2227 -2.0045 -7.0625  -0.277
C -8.3849 -8.3840 3.7202  -0.083
C -0.7916 6.2134 4.7322  -0.054
C 5.6209 5.5462 5.5887  0.000
C -0.8574 -2.9624 -9.3239  -0.002
C -10.5231 -7.8035 2.7697  -0.004
C 0.1662 5.5621 3.9740  -0.002
C 9.1337 5.8385 -2.2733  0.000
C 0.8806 6.8032 6.3588  0.000
C 8.6594 2.6394 -0.3111  -0.275
C -1.1180 -1.1182 -3.4094  -0.095
C -0.1203 -3.7152 -10.2220  -0.056
C 1.2212 -3.3615 -6.1879  -0.277
C -4.7071 2.5702 -0.4555  -0.200
C 8.5343 4.0481 -0.7757  -0.082
C -0.7643 -1.9227 -5.6474  -0.081
C 3.9183 4.8386 4.0345  -0.082
C 1.0363 1.7569 0.0195  -0.509
C 0.3876 -2.5880 -5.2259  -0.081
C 10.4158 -0.4850 -1.4381  -0.055
C -1.5097 -1.1832 -4.7360  0.003
C -8.9431 -9.5310 4.2717  -0.004
C 1.8481 6.1619 5.5952  -0.082
C 10.9896 1.2849 -2.9635  -0.001
C -6.9437 -8.0893 3.9624  -0.279
C 3.2644 6.1750 6.0583  -0.277
C 0.0194 -1.7996 -2.9869  -0.068
C -6.3565 -6.8881 3.3102  -0.086
C 9.2523 4.5112 -1.8789  -0.082
C -8.5911 -6.3066 2.3216  -0.277
C -5.1758 3.1508 0.9048  -0.495
C -5.2108 -4.6886 2.0662  -0.065
C -9.1749 -7.5231 2.9571  -0.082
C 4.8855 4.2006 3.2670  0.000
C -6.7052 3.1855 1.0532  -0.043
C 6.2134 4.2409 3.6562  -0.055
C -0.4231 -2.8290 -8.0107  -0.083
C 7.6892 4.9079 -0.0879  -0.001
C 10.2148 2.1707 -2.2251  -0.082
H -4.7880 2.5145 1.7022  0.105
H -2.0915 -3.4076 0.5502  -0.022
H -7.0468 2.3372 1.6471  0.072
H -10.7150 -10.7093 4.4962  0.106
H 0.3189 -1.7561 -1.9471  0.091
H -7.1603 -4.3104 1.2567  0.117
H -1.7044 -0.5481 -2.7056  0.045
H 11.5114 1.6397 -3.8415  0.121
H -1.8188 6.2414 4.3929  0.109
H -3.3872 -5.2901 3.0186  0.102
H -2.3962 -0.6632 -5.0737  0.121
H 1.7189 2.2664 -0.6585  0.065
H 0.6629 2.5004 0.7197  0.056
H 8.2009 7.7258 -1.8896  0.108
H 7.6218 4.9559 5.1110  0.109
H 11.6846 -0.7296 -3.1531  0.108
H -1.2879 3.0521 -0.0130  0.040
H -0.4622 -3.8215 -11.2431  0.108
H 9.1109 0.0530 0.1801  0.120
H -4.7381 4.9512 0.3327  0.087
H -4.7587 -3.8369 1.5808  0.044
H -1.3518 -1.2913 0.9177  -0.044
H 1.1662 7.2817 7.2854  0.121
H 4.5926 3.6776 2.3667  0.120
H 1.6353 -4.9156 -10.5202  0.108
H 2.4060 -4.6862 -8.1810  0.121
H -6.9915 4.1045 1.5622  0.079
H -8.3213 -10.1969 4.8541  0.119
H 9.6994 6.1925 -3.1240  0.121
H -5.5063 -1.9388 -2.8406  -0.008
H 6.9036 6.8938 0.0479  0.109
H -7.2129 3.1267 0.0893  0.075
H 6.9650 3.7430 3.0552  0.098
H -4.4118 -7.2607 4.1210  0.119
H -5.4892 1.9131 -0.8409  0.065
H -3.9298 -1.8221 2.6319  -0.076
H -11.1298 -7.1255 2.1854  0.119
H 1.6612 -3.0544 -3.5704  0.122
H -0.1041 5.0776 3.0461  0.116
H 2.8156 0.5866 0.4004  0.068
H 10.4986 -1.5193 -1.1314  0.108
H 7.1312 4.5358 0.7600  0.099
H -1.1867 7.3295 6.5233  0.108
H 1.7625 0.7960 1.8351  0.070
H -1.8102 2.9120 -1.6978  0.041
H -1.7724 -2.4765 -9.6336  0.120
H 1.3417 -0.3393 0.5508  0.039
H -12.1247 -9.1629 3.1759  0.106
H -4.4748 3.3665 -1.1634  0.085
H 5.8986 6.0715 6.4920  0.121
H -3.0386 1.0725 1.2064  0.040
H -3.5863 -3.1591 -2.7056  -0.017

Properties
Frontier orbital gap ... 7.609 eV
Largest force on an atom ... 0.04033 Eh/bohr
E ... -5396.4912 hartree
LUMO level ... -1.15 eV

6.
A 2-piece molecular cluster, C9H13NO overall at a distorted geometry. Source: OMol25; level of theory: wB97M-V/def2-TZVPD.

Last column: natural (NBO) charge in e.
Positions of all 24 atoms, in Å:
O -0.1225 1.4884 -2.1968  -0.611
N 1.4828 1.1416 -0.6687  -0.825
C -0.6799 -1.1960 0.4532  0.011
C -1.2493 0.8779 1.6162  -0.212
C -1.1325 0.1257 0.4637  -0.243
C -0.3197 -0.9584 2.8139  -0.209
C 2.0615 0.7127 -2.9228  -0.732
C -0.8110 0.3491 2.8189  -0.236
C -0.8695 -2.0367 -0.7715  -0.639
C -0.2207 -1.7268 1.6652  -0.230
C 0.9975 1.0703 -1.9505  0.667
H -1.7057 1.8581 1.5058  0.213
H -0.6368 -3.0875 -0.6410  0.217
H 2.4768 1.0784 -0.5130  0.381
H 3.0500 1.1821 -2.7988  0.231
H 1.0020 1.4887 0.1381  0.412
H 1.8250 0.9562 -3.9578  0.243
H -0.4422 -1.5405 -1.6374  0.225
H -0.7476 0.9002 3.7447  0.212
H -1.9425 -1.9497 -0.9753  0.226
H 2.3793 -0.3401 -2.8813  0.238
H 0.1495 -2.7445 1.6832  0.210
H 0.0932 -1.2541 3.7817  0.208
H -1.4201 0.6936 -0.4176  0.242

Properties
Frontier orbital gap ... 9.579 eV
Largest force on an atom ... 0.05515 Eh/bohr
E ... -480.7375 hartree
Relative energy (zero: lowest compared OMol25 entry of this formula, charge and spin) ... 51.94 kJ/mol
LUMO level ... 0.81 eV
SMILES ... Cc1ccccc1.CC(N)=O